A) DFT (ωB97M-V/def2-TZVPD) results for a structure of composition C4H7NOS2.

Computed properties:
- M (g mol⁻¹) = 149.240
- HOMO level (Ha) = -0.3041
- LUMO level (eV) = 0.38

Each line ends with the Löwdin charge.
Atoms and positions in Å:
C 0.53086 -0.39821 -0.59124  -0.340
C -0.51426 -1.34235 -0.17466  -0.693
C -0.08049 -1.71840 1.16213  -0.167
C 0.38262 2.17835 -0.76577  -0.288
N 0.11449 1.25638 0.20463  -0.544
O 1.49507 -0.30216 -1.23418  0.176
S -2.11261 -0.47078 -0.29646  0.561
S -1.45913 1.14475 0.79935  0.541
H -0.50447 -2.17260 -0.99852  0.163
H -0.07442 -0.81051 1.71860  0.024
H 1.00985 -2.13047 1.21563  0.128
H -0.60277 -2.52990 1.85028  0.137
H -0.07646 2.07378 -1.75501  0.082
H 0.38879 3.20430 -0.16500  0.124
H 1.50293 2.01781 -0.96979  0.097

=====

B) DFT (ωB97M-V/def2-TZVPD) results for an isolated molecule of C4H7NOS2.

Computed properties:
- structure (SMILES) = C[C@@](S)(C=O)C(N)=S
- M (g mol⁻¹) = 149.240
- HOMO level (Ha) = -0.3263
- LUMO level (eV) = 0.41

Each line ends with the Löwdin charge.
Atoms and positions in Å:
C -0.48449 0.56469 1.34859  -0.101
C -0.25396 0.11689 -0.09392  -0.808
C -0.29530 1.37524 -1.02828  -0.354
C 1.16616 -0.47438 -0.25330  -0.907
H 0.23153 1.45072 1.54765  0.120
H -0.38168 -0.30496 2.09162  0.115
H -1.51636 0.92997 1.38276  0.065
H -2.52108 -0.26580 -0.11960  -0.111
H 0.16041 1.14436 -2.05200  0.132
H 0.40074 -2.35500 -0.17394  0.043
H 2.13778 -2.29562 -0.57823  0.156
N 1.23086 -1.80785 -0.25256  0.062
O -0.75341 2.40247 -0.63864  0.066
S -1.58403 -0.98681 -0.73445  0.817
S 2.46283 0.50609 -0.44570  0.704

=====

C) DFT (ωB97M-V/def2-TZVPD) results for an isolated molecule of C4H7NOS2.

Computed properties:
- structure (SMILES) = C[C@@H]1OC(=S)N(C)S1
- M (g mol⁻¹) = 149.240
- HOMO level (Ha) = -0.3002
- LUMO level (eV) = 0.59

Each line ends with the Löwdin charge.
Atoms and positions in Å:
C 2.25173 -1.20808 -0.34284  -0.091
C 1.13401 -0.60018 0.44941  -0.644
C -1.90195 1.81404 -0.06692  -0.078
C -1.18919 -0.58778 0.01486  -0.942
H 2.30672 -2.28295 -0.14732  0.087
H 2.04570 -1.06473 -1.40515  0.081
H 3.28650 -0.78732 -0.10504  0.111
H 1.28228 -0.69396 1.54784  0.126
H -2.80818 1.42108 -0.51701  0.056
H -1.57958 2.74501 -0.51873  0.073
H -2.02286 2.04329 1.00868  0.095
N -0.85440 0.74422 -0.09586  -0.460
O -0.07328 -1.31698 0.15241  -0.110
S 0.78189 1.07065 0.04344  1.008
S -2.65940 -1.29630 -0.01778  0.688

=====

Most stable to least stable, the ends of the list are B) and A).

=====

A) DFT (ωB97M-V/def2-TZVPD) results for an isolated molecule of C5H13NS.

Computed properties:
- structure (SMILES) = CNCCCCS
- M (g mol⁻¹) = 119.233
- HOMO level (Ha) = -0.3178
- LUMO level (eV) = 0.90

Each line ends with the Löwdin charge.
Atoms and positions in Å:
C 0.15749 -0.19899 0.95208  -0.222
C -0.11890 1.10368 0.20636  -0.305
C 0.35840 2.37843 0.89746  -0.551
S 2.17866 2.33450 0.97965  0.701
C -0.67128 -1.37491 0.45457  -0.249
N -0.04732 -2.17666 -0.61941  -0.123
C -0.66385 -1.97730 -1.94618  -0.131
H 1.19726 -0.46500 0.77385  0.089
H 0.19703 -0.15374 2.04254  0.115
H 0.27647 1.08382 -0.80825  0.102
H -1.20130 1.12765 0.01598  0.110
H -0.03605 2.42648 1.90785  0.067
H -0.00724 3.20722 0.31701  0.067
H 2.38554 3.64717 0.96310  -0.165
H -1.67053 -1.06726 0.15759  0.100
H -0.87845 -2.10046 1.24952  0.103
H 0.92438 -1.90211 -0.68817  0.086
H -1.73723 -2.02750 -1.85305  0.069
H -0.31320 -1.06253 -2.42456  0.066
H -0.32989 -2.80250 -2.57794  0.069

=====

B) DFT (ωB97M-V/def2-TZVPD) results for a cluster of 2 separate species, C5H13NS in total.

Computed properties:
- structure (SMILES) = C=CN.CCCS
- M (g mol⁻¹) = 119.233
- HOMO level (Ha) = -0.2936
- LUMO level (eV) = 0.86

Each line ends with the Löwdin charge.
Atoms and positions in Å:
C 1.14942 -2.40067 -0.69887  -0.126
C 0.73913 -1.26979 0.24131  -0.351
C -0.70977 -1.45607 0.71816  -0.570
S -1.01010 -0.59684 2.32513  0.682
H 2.06938 -2.19943 -1.28165  0.076
H 0.27327 -2.54007 -1.35393  0.074
H 1.28847 -3.42284 -0.25118  0.086
H 1.39528 -1.26849 1.12762  0.098
H 0.87010 -0.31411 -0.27555  0.084
H -0.85507 -2.51521 0.85101  0.059
H -1.43906 -1.01655 0.01974  0.063
H -2.35622 -0.66176 2.20640  -0.137
C -0.50775 2.89946 -1.53911  -0.038
C -0.57087 2.10208 -0.42979  -0.261
N 0.18212 2.38594 0.75987  0.010
H -0.17507 3.93708 -1.48887  0.041
H -0.75398 2.49489 -2.51546  0.031
H -0.97807 1.07883 -0.45500  0.073
H 0.86521 3.16066 0.75848  0.093
H 0.52357 1.60290 1.28170  0.013

=====

Most stable to least stable, the ends of the list are A) and B).

=====

A) DFT (ωB97M-V/def2-TZVPD) results for a cluster of 2 separate species, C5H13NS in total.

Computed properties:
- M (g mol⁻¹) = 119.233
- HOMO level (Ha) = -0.2530
- LUMO level (eV) = -3.32

Each line ends with the Löwdin charge.
Atoms and positions in Å:
C -1.53875 -0.71744 -0.46862  -0.069
C -2.26627 -2.00204 -0.01990  -0.096
S 3.51829 1.06956 -1.27397  0.253
C -1.14251 0.15233 0.59910  -0.198
N 0.38609 0.79848 0.69817  -0.214
C 0.72005 1.45570 -0.57011  -0.239
C 1.38444 -0.27630 0.81111  -0.152
H -2.11560 -0.26168 -1.31994  0.122
H -2.81235 -2.53679 -0.77043  0.056
H -2.63229 -1.90677 1.06145  0.103
H -1.38989 -2.73522 0.22357  0.111
H 3.62955 2.40510 -1.03769  -0.288
H -1.57030 1.19555 0.66440  0.132
H -1.19389 -0.16640 1.73520  0.151
H 1.61448 2.07083 -0.51236  -0.009
H -0.12249 2.15958 -0.85146  0.103
H 0.60423 0.69908 -1.37088  0.072
H 2.24059 0.37806 0.52323  -0.018
H 1.25813 -1.12379 0.06341  0.107
H 1.42850 -0.65785 1.81573  0.074

=====

B) DFT (ωB97M-V/def2-TZVPD) results for a cluster of 2 separate species, C5H13NS in total.

Computed properties:
- structure (SMILES) = C/C=C/N.CSC
- M (g mol⁻¹) = 119.233
- HOMO level (Ha) = -0.2934
- LUMO level (eV) = 0.97

Each line ends with the Löwdin charge.
Atoms and positions in Å:
C -0.29002 2.00938 0.04034  -0.440
S 1.46676 2.36606 0.17899  0.719
C 1.93064 2.20158 -1.55747  -0.432
H -0.44576 1.01142 -0.37268  0.021
H -0.79461 2.75692 -0.56467  0.031
H -0.68164 2.04134 1.05371  0.028
H 2.98531 2.45106 -1.62433  0.024
H 1.78068 1.17773 -1.89640  0.032
H 1.36087 2.89188 -2.17620  0.032
C 0.80345 -1.40938 1.46466  -0.118
C -0.65448 -1.52943 1.13980  -0.202
C -1.10677 -2.07617 0.01795  -0.248
N -2.45668 -2.25551 -0.32617  0.027
H 1.40618 -1.91123 0.70831  0.070
H 1.11505 -0.36087 1.49025  0.035
H 1.04462 -1.84676 2.43431  0.067
H -1.36278 -1.14438 1.86904  0.099
H -0.41021 -2.48284 -0.70682  0.110
H -2.61443 -2.27441 -1.32062  0.069
H -3.07618 -1.61639 0.14801  0.075

=====

C) DFT (ωB97M-V/def2-TZVPD) results for an isolated molecule of C5H13NS.

Computed properties:
- structure (SMILES) = CN(C)CCCS
- M (g mol⁻¹) = 119.233
- HOMO level (Ha) = -0.3103
- LUMO level (eV) = 0.91

Each line ends with the Löwdin charge.
Atoms and positions in Å:
C 0.31666 0.22753 0.09891  -0.305
C 1.85058 0.07934 -0.21566  -0.668
S 2.74062 0.83529 1.05892  0.763
C -0.52456 -0.37321 -1.10647  -0.147
N -1.79747 -0.71249 -0.32088  -0.320
C -2.84625 -1.27137 -1.15054  -0.157
C -2.40390 0.20963 0.64050  -0.129
H 0.33542 -0.28516 1.13443  0.121
H 0.20249 1.29728 0.29254  0.086
H 2.09206 0.49984 -1.18803  0.073
H 1.92833 -0.95688 -0.46175  0.059
H 2.91450 1.94961 0.43036  -0.158
H -0.49954 0.28263 -1.96352  0.106
H 0.10176 -1.33568 -1.28825  0.133
H -2.12255 -1.90606 -1.96984  0.135
H -3.58100 -0.55538 -1.60406  0.068
H -3.47888 -1.97608 -0.45320  0.097
H -2.73161 1.16337 0.15866  0.091
H -1.54047 0.35084 1.29974  0.050
H -3.24315 -0.13712 1.31591  0.102

=====

D) DFT (ωB97M-V/def2-TZVPD) results for an isolated molecule of C5H13NS.

Computed properties:
- structure (SMILES) = CN(C)CCCS
- M (g mol⁻¹) = 119.233
- HOMO level (Ha) = -0.2887
- LUMO level (eV) = 0.95

Each line ends with the Löwdin charge.
Atoms and positions in Å:
C 1.15327 0.38381 0.82234  -0.203
C 2.41416 0.52104 -0.03871  -0.611
S 4.09117 1.05836 0.48013  0.680
C 0.12303 -0.29094 -0.21343  -0.240
N -1.31257 -0.61806 -0.10598  -0.331
C -2.14104 -1.10461 -1.40758  -0.028
C -2.14128 0.28854 0.68967  -0.153
H 1.44304 -0.24381 1.72612  0.125
H 0.54915 1.31073 0.89630  0.099
H 2.32545 1.36858 -0.71105  0.036
H 2.71244 -0.34762 -0.64735  0.060
H 4.10716 0.40682 1.63196  -0.176
H 0.11853 0.50170 -1.06450  0.138
H 0.50825 -1.30603 -0.41192  0.108
H -1.42192 -1.85541 -1.84331  0.095
H -2.67197 -0.11927 -1.75040  0.102
H -2.99100 -1.48761 -0.88887  0.030
H -1.75582 1.32981 0.47852  0.072
H -1.88876 0.21311 1.87147  0.114
H -3.22130 -0.00913 0.48662  0.084

=====

Most stable to least stable, the ends of the list are B) and A).

=====

A) DFT (ωB97M-V/def2-TZVPD) results for a cluster of 2 separate species, C5H13NS in total.

Computed properties:
- structure (SMILES) = C=CCN.CSC
- M (g mol⁻¹) = 119.233
- HOMO level (Ha) = -0.3098
- LUMO level (eV) = 0.95

Each line ends with the Löwdin charge.
Atoms and positions in Å:
N 0.33050 0.54064 -2.13734  -0.027
C 1.53005 1.18486 -1.56688  -0.302
C 2.60433 0.52487 0.58095  -0.012
C 1.54115 1.07874 -0.04035  -0.198
H 0.23907 0.78025 -3.13933  0.074
H -0.51369 0.95263 -1.75838  0.024
H 1.54234 2.25618 -1.86210  0.103
H 2.40310 0.71254 -2.07117  0.111
H 2.61511 0.37653 1.66389  0.052
H 3.50065 0.16059 0.05749  0.063
H 0.61667 1.52472 0.38965  0.071
C -2.96772 -0.69244 1.73032  -0.467
S -1.63937 -0.01503 0.72160  0.699
C -0.63949 -1.53287 0.41453  -0.386
H -2.48535 -1.14253 2.59903  0.020
H -3.63724 -1.40222 1.21542  0.036
H -3.61440 0.19568 2.11859  0.065
H 0.44393 -1.35910 0.63951  0.028
H -1.05679 -2.27606 1.07518  0.011
H -0.81285 -1.86799 -0.63061  0.036

=====

B) DFT (ωB97M-V/def2-TZVPD) results for an isolated molecule of C5H13NS.

Computed properties:
- structure (SMILES) = CNCCCCS
- M (g mol⁻¹) = 119.233
- HOMO level (Ha) = -0.3191
- LUMO level (eV) = 1.04

Each line ends with the Löwdin charge.
Atoms and positions in Å:
C -0.48326 0.12283 0.72287  -0.173
C 0.65494 1.07993 0.18771  -0.381
C 1.76628 1.44049 1.09538  -0.459
S 0.87247 2.71236 2.18798  0.639
C -0.06602 -1.32243 0.28450  -0.207
N -0.16081 -1.44792 -1.25964  -0.132
C -1.50072 -1.41506 -1.91598  -0.123
H -1.44841 0.44740 0.40218  0.088
H -0.43545 0.14751 1.87939  0.117
H 0.25412 2.00021 -0.18258  0.063
H 0.98419 0.85506 -0.73773  0.058
H 1.89204 0.64265 1.86298  0.070
H 2.70231 1.87964 0.71631  0.077
H -0.11584 3.15410 1.35510  -0.135
H 0.93853 -1.79511 0.67492  0.142
H -0.84426 -2.01982 0.71790  0.097
H 0.41112 -2.21458 -1.51591  0.062
H -2.26004 -2.07601 -1.50771  0.066
H -1.36899 -1.78552 -2.94998  0.080
H -1.79217 -0.40572 -2.01769  0.049

=====

Most stable to least stable, the ends of the list are A) and B).

=====

A) DFT (ωB97M-V/def2-TZVPD) results for a structure of composition C3H5NO2S.

Computed properties:
- M (g mol⁻¹) = 119.145
- HOMO level (Ha) = -0.3584
- LUMO level (eV) = -1.06

Each line ends with the Löwdin charge.
Atoms and positions in Å:
C -1.24542 0.48989 -0.45432  -0.118
C -0.55452 -0.21193 0.79732  -0.165
C -1.38516 -0.88066 -0.85622  -0.195
N -0.82078 -1.51731 0.11015  0.081
O 2.08076 1.01511 -0.28699  -0.424
O 3.83147 0.03988 1.10039  -0.415
S 3.38627 0.48915 -0.16475  0.867
H -2.11946 0.92025 -0.15661  0.076
H -0.75190 1.00457 -1.15658  0.061
H 0.39313 -0.07714 1.17821  0.047
H -1.13978 -0.04428 1.68770  0.096
H -1.67461 -1.22752 -1.79830  0.089

=====

B) DFT (ωB97M-V/def2-TZVPD) results for an isolated molecule of C3H5NO2S.

Computed properties:
- structure (SMILES) = C=NSCOC=O
- M (g mol⁻¹) = 119.145
- HOMO level (Ha) = -0.3352
- LUMO level (eV) = 0.80

Each line ends with the Löwdin charge.
Atoms and positions in Å:
C 2.93289 0.41923 -0.49215  -0.162
C -0.52186 -0.16802 1.03570  -0.432
C -2.11882 0.56727 -0.48218  -0.388
H 3.67499 1.18048 -0.34443  0.058
H 3.14990 -0.36696 -1.23557  0.066
H -1.27336 -0.94237 1.22655  0.090
H 0.04571 0.18676 1.90426  0.087
H -2.53130 1.43646 -1.05457  0.157
N 1.84218 0.48360 0.16159  -0.356
O -1.18310 0.94922 0.36958  -0.082
O -2.56029 -0.54862 -0.56156  0.053
S 0.76454 -0.81220 -0.02873  0.909

=====

C) DFT (ωB97M-V/def2-TZVPD) results for an isolated molecule of C3H5NO2S.

Computed properties:
- structure (SMILES) = S=C1COCON1
- M (g mol⁻¹) = 119.145
- HOMO level (Ha) = -0.3188
- LUMO level (eV) = 0.55

Each line ends with the Löwdin charge.
Atoms and positions in Å:
C -1.19632 -0.12662 -0.15566  -0.824
C -0.38182 1.15239 -0.15137  -0.191
C 1.47439 -0.15524 0.21707  -0.221
H -0.77123 1.82559 -0.89278  0.122
H -0.55060 1.63210 0.85122  0.145
H 2.53654 -0.26710 0.02748  0.142
H 1.27749 -0.17053 1.32096  0.157
H -0.93381 -2.16467 -0.21297  0.151
N -0.49260 -1.25807 -0.16189  0.008
O 0.99769 0.97658 -0.40792  -0.069
O 0.88598 -1.32385 -0.34926  -0.045
S -2.84571 -0.12058 -0.08488  0.625

=====

D) DFT (ωB97M-V/def2-TZVPD) results for an isolated molecule of C3H5NO2S.

Computed properties:
- structure (SMILES) = CS/C=N/OC=O
- M (g mol⁻¹) = 119.145
- HOMO level (Ha) = -0.3452
- LUMO level (eV) = 0.63

Each line ends with the Löwdin charge.
Atoms and positions in Å:
C -2.53171 -0.55013 -0.14527  -0.341
C 0.33402 1.35299 -0.10761  -0.537
C 2.06415 -0.58669 0.08731  -0.379
N -0.36778 0.30865 -0.13539  -0.039
O -1.75828 0.53918 -0.02143  -0.031
O -3.73454 -0.46715 -0.26282  0.063
S 2.04003 1.24100 0.00439  0.874
H -2.11901 -1.58936 0.04330  0.155
H -0.02042 2.45016 0.14162  0.132
H 3.16136 -0.79640 0.09292  0.050
H 1.41987 -0.94257 -0.66125  0.004
H 1.51232 -0.95971 0.96422  0.048

=====

Most stable to least stable, the ends of the list are B) and A).

=====

A) DFT (ωB97M-V/def2-TZVPD) results for an isolated molecule of C3H5NO2S.

Computed properties:
- structure (SMILES) = O=S1#CNCCO1
- M (g mol⁻¹) = 119.145
- HOMO level (alpha / beta) (Ha) = -0.3111 / -0.3111
- LUMO level (alpha / beta) (eV) = -0.33 / -0.33

Each line ends with the Löwdin charge.
Atoms and positions in Å:
C -1.53921 -0.19488 -1.47153  0.018
C 0.28404 -0.92130 0.17730  -0.178
C 0.79064 0.42063 0.77413  -0.348
N -0.49559 -0.89677 -1.07428  -0.197
O -0.77075 2.31084 -0.79407  -0.531
O -0.14133 1.18347 1.54883  -0.356
S -1.38853 1.33911 0.09252  0.938
H 1.31629 -1.40093 0.04508  0.141
H -0.55508 -1.52869 0.78243  0.176
H 1.56386 0.30842 1.55408  0.129
H 1.15211 1.07299 0.03526  0.080
H -0.21645 -1.69287 -1.66974  0.128

=====

B) DFT (ωB97M-V/def2-TZVPD) results for an isolated molecule of C3H5NO2S.

Computed properties:
- structure (SMILES) = OC[C@@H]1ON=CS1
- M (g mol⁻¹) = 119.145
- HOMO level (Ha) = -0.3277
- LUMO level (eV) = 0.68

Each line ends with the Löwdin charge.
Atoms and positions in Å:
C -1.33040 -0.48716 0.13833  -0.271
C 0.02921 -0.35634 0.80383  -0.554
C 1.85769 0.33395 -0.65930  -0.476
H -1.12400 1.05733 -0.97493  0.089
H -1.67630 -1.51850 -0.00882  0.127
H -2.07504 -0.00515 0.81378  0.131
H -0.01969 -0.74150 1.82995  0.119
H 2.60247 0.45213 -1.40698  0.074
N 1.33350 1.36013 -0.12793  0.004
O -1.35768 0.12948 -1.13391  -0.065
O 0.40906 1.00712 0.84308  -0.154
S 1.35119 -1.23148 -0.11710  0.977

=====

Most stable to least stable, the ends of the list are B) and A).